Entry 1:
{
  "formula": "C23H27N3O5ReS",
  "method": "ωB97M-V/def2-TZVPD",
  "charge": 2,
  "orbital_gap_ev": [7.8, 6.9],
  "spin_multiplicity": 2,
  "e_tot_ha": -1909.11989,
  "e_homo_ev": [-13.8, -13.9],
  "species": ["Re", "S", "O", "O", "O", "O", "O", "N", "N", "N", "C", "C", "C", "C", "C", "C", "C", "C", "C", "C", "C", "C", "C", "C", "C", "C", "C", "C", "C", "C", "C", "C", "C", "H", "H", "H", "H", "H", "H", "H", "H", "H", "H", "H", "H", "H", "H", "H", "H", "H", "H", "H", "H", "H", "H", "H", "H", "H", "H", "H"],
  "coordinates": [[0.0463, -0.1846, 0.1205], [-0.1467, 1.9411, -1.0546], [-1.2070, -0.4067, -1.5070], [-1.2253, -1.5169, 0.7912], [1.3691, -1.8152, -3.1966], [-3.2893, -5.7358, 1.1731], [1.2878, -1.6297, 1.2644], [-0.8873, 1.0725, 1.6641], [1.8215, 0.8743, 0.8421], [1.2715, -1.4657, -0.9080], [-2.3180, -1.2299, -3.3647], [1.5138, 1.3168, 2.2424], [0.1242, 1.9210, 2.3552], [-3.0936, -5.7704, 2.5899], [3.2043, -4.2357, 0.5262], [2.5237, -3.2821, -0.2033], [3.8711, -5.2244, -1.5851], [1.6929, -2.1355, 0.1710], [-2.7907, -3.6989, -1.7042], [-1.9866, 1.8741, 1.0637], [-1.4871, 2.7545, -0.0836], [-3.1446, -4.7405, -0.9093], [2.3932, 1.9032, -0.0735], [-2.8880, -4.6841, 0.4834], [1.6841, -2.1327, -2.0883], [2.5097, -3.2894, -1.6041], [-2.1401, -2.5509, -1.1750], [1.3373, 2.8811, -0.5500], [-1.8537, -2.5357, 0.2146], [3.1762, -4.2583, -2.3164], [-2.2446, -3.5791, 1.0405], [-1.8709, -1.4012, -1.9514], [3.8864, -5.2137, -0.1957], [3.1646, -4.2676, -3.3976], [-2.7129, -0.2220, -3.4875], [0.0968, 2.9098, 1.9053], [1.6839, 3.4330, -1.4208], [-1.4330, -1.3107, -4.0015], [3.2038, 2.4291, 0.4354], [3.2089, -4.2298, 1.6074], [1.5880, 0.4239, 2.8631], [-2.4558, 2.5082, 1.8204], [-3.6222, -4.9457, 3.0686], [-3.6347, -5.6187, -1.3041], [-3.0058, -3.7537, -2.7606], [4.4369, -5.9798, 0.3323], [-2.7297, 1.1625, 0.7064], [-2.0305, -5.7367, 2.8305], [-3.0633, -1.9481, -3.6822], [-1.1067, 3.7149, 0.2604], [2.2669, 2.0310, 2.5806], [-2.0187, -3.5189, 2.0939], [4.4103, -6.0007, -2.1105], [-3.5132, -6.7145, 2.9191], [-0.1349, 2.0501, 3.4066], [2.5326, 0.1531, 0.9387], [2.8142, 1.3614, -0.9203], [-2.2944, 2.9586, -0.7829], [-1.2964, 0.4152, 2.3254], [1.0667, 3.5986, 0.2205]],
  "forces_ev_per_angstrom": [[-0.14, -0.69, -0.12], [-0.09, 0.28, -0.16], [-0.12, 0.26, 0.33], [0.17, 0.53, 0.19], [0.06, -0.01, 0.03], [-0.01, -0.03, -0.03], [0.05, -0.10, 0.13], [0.12, 0.04, -0.19], [-0.17, 0.07, 0.04], [-0.02, 0.16, -0.02], [0.03, 0.05, 0.03], [0.00, 0.00, -0.01], [0.00, 0.02, 0.01], [0.00, 0.00, 0.04], [-0.03, 0.00, -0.01], [-0.07, -0.05, 0.05], [0.00, -0.01, -0.02], [0.22, 0.06, -0.09], [-0.03, -0.03, 0.03], [-0.02, 0.03, 0.00], [0.12, -0.13, 0.11], [-0.01, -0.01, -0.01], [-0.03, 0.02, 0.00], [0.04, 0.10, -0.02], [-0.08, -0.11, -0.14], [0.08, -0.05, 0.05], [0.08, 0.11, 0.07], [-0.02, -0.12, 0.15], [-0.06, -0.16, -0.26], [-0.01, 0.05, 0.01], [-0.02, -0.10, -0.03], [-0.02, -0.22, -0.01], [0.01, 0.00, 0.03], [0.00, 0.00, -0.01], [0.01, 0.01, -0.01], [-0.01, 0.00, 0.02], [0.04, 0.01, 0.00], [-0.01, -0.02, 0.00], [0.02, 0.01, -0.04], [0.00, 0.00, 0.01], [0.00, 0.01, 0.00], [-0.03, -0.01, -0.01], [0.00, 0.00, 0.00], [0.00, 0.00, 0.00], [0.00, 0.00, -0.02], [0.00, 0.00, 0.01], [-0.01, 0.01, -0.01], [0.00, 0.01, -0.01], [-0.01, -0.01, 0.01], [0.01, 0.00, -0.04], [0.00, -0.01, 0.01], [0.01, 0.02, 0.01], [0.00, 0.00, -0.01], [0.00, 0.01, 0.00], [0.00, -0.01, -0.01], [0.00, -0.02, -0.01], [0.00, 0.00, 0.00], [-0.02, -0.02, 0.00], [-0.03, 0.03, 0.02], [-0.03, 0.03, -0.04]]
}

=====

Entry 2:
{
  "formula": "C30H26Cl2NO6PS2Se2Sn",
  "method": "ωB97M-V/def2-TZVPD",
  "charge": -2,
  "orbital_gap_ev": 6.9,
  "e_tot_ha": -8740.54437,
  "e_homo_ev": -3.1,
  "species": ["Sn", "Se", "Se", "Cl", "Cl", "S", "S", "P", "O", "O", "O", "O", "O", "O", "N", "C", "C", "C", "C", "C", "C", "C", "C", "C", "C", "C", "C", "C", "C", "C", "C", "C", "C", "C", "C", "C", "C", "C", "C", "C", "C", "C", "C", "C", "C", "H", "H", "H", "H", "H", "H", "H", "H", "H", "H", "H", "H", "H", "H", "H", "H", "H", "H", "H", "H", "H", "H", "H", "H", "H", "H"],
  "coordinates": [[0.5487, -0.3302, 1.0573], [2.2165, -3.3842, 0.8358], [3.0408, -0.9475, -1.6415], [5.0705, 1.1239, 7.7760], [4.8820, -2.5899, 3.8534], [-1.4469, 1.6231, 0.6458], [0.4329, 1.2979, -2.1934], [-1.2178, 1.9464, -1.3175], [2.8380, -0.8252, 2.7021], [-5.4255, -4.0061, -0.6763], [-0.6884, -1.1293, 2.5239], [1.2503, 1.5988, 2.7648], [-4.6121, -3.8334, -2.7843], [-2.4469, -2.3716, 3.1226], [-1.1156, -1.6294, -0.0401], [-2.0160, -2.1289, 0.8061], [-2.1887, 4.5450, -0.7493], [-3.7547, 0.6189, -4.2514], [4.8270, -0.6348, 5.6935], [-3.1418, -2.8033, 0.3657], [4.2057, -2.4136, -1.1072], [1.7055, -4.3753, -0.7557], [3.2781, -0.3807, 3.7736], [-1.2900, -1.7801, -1.3559], [-3.3368, -2.9740, -0.9999], [-0.8888, 4.3363, -2.7540], [-1.4399, 3.7530, -1.6166], [3.8063, 0.3920, -0.4544], [-4.5862, -3.6917, -1.5430], [-2.6762, 1.2336, -2.1796], [2.8435, 0.8382, 4.4085], [-2.6800, 1.1757, -3.5741], [4.0298, -2.9379, 0.3159], [-2.3811, -2.4562, -1.8673], [-1.8408, 6.4674, -2.1583], [-1.0883, 5.6845, -3.0251], [4.3001, -1.0860, 4.5206], [-4.8336, 0.0985, -3.5431], [-3.7660, 0.7266, -1.4804], [1.8186, 1.6990, 3.8389], [4.3685, 0.5673, 6.2593], [-1.7332, -1.8770, 2.2768], [3.3890, 1.2786, 5.6266], [-2.3887, 5.8938, -1.0186], [-4.8372, 0.1530, -2.1592], [-2.9671, 6.4994, -0.3307], [-5.6511, -0.2929, -1.6005], [-0.6466, 6.1265, -3.9108], [4.0259, -3.1964, -1.8436], [-2.5309, -2.5724, -2.9318], [1.5559, 2.5577, 4.4920], [5.2368, -2.0801, -1.2359], [3.6411, 0.1235, 0.5872], [2.4679, -5.1093, -1.0131], [5.5949, -1.2112, 6.1938], [-0.2771, 3.7256, -3.4080], [-3.8636, -3.1845, 1.0727], [3.0194, 2.2014, 6.0629], [-1.9906, 7.5214, -2.3645], [1.5344, -3.6956, -1.5875], [-3.7486, 0.7377, -0.3974], [-5.6536, -0.3767, -4.0680], [4.3304, -2.1992, 1.0616], [4.6443, -3.8270, 0.4616], [-2.6020, 4.0975, 0.1465], [-1.8148, 1.5324, -4.1209], [3.2890, 1.3252, -0.6723], [4.8707, 0.4972, -0.6619], [-0.5346, -1.3320, -1.9936], [-3.7380, 0.5607, -5.3338], [0.7776, -4.8942, -0.5246]],
  "forces_ev_per_angstrom": [[0.28, 0.27, -0.57], [-0.27, -0.13, 0.19], [0.11, 0.03, 0.00], [-0.09, -0.06, -0.17], [-0.03, 0.10, 0.06], [0.00, 0.17, 0.22], [0.06, 0.18, -0.07], [-0.20, -0.09, 0.01], [-0.20, -0.17, -0.54], [0.01, -0.09, -0.12], [-0.26, -0.18, 0.26], [-0.01, 0.02, 0.32], [-0.04, -0.08, 0.10], [-0.08, 0.01, 0.13], [0.11, 0.00, -0.21], [-0.03, 0.07, -0.03], [-0.03, -0.03, -0.01], [0.02, -0.01, 0.06], [0.09, -0.01, 0.17], [0.08, 0.03, 0.09], [0.04, -0.03, 0.16], [0.02, 0.00, 0.01], [0.06, 0.04, 0.33], [0.05, -0.18, 0.04], [0.19, 0.03, 0.04], [0.04, 0.03, 0.01], [-0.03, 0.02, -0.06], [-0.03, -0.01, -0.03], [-0.25, 0.11, -0.11], [-0.05, 0.06, -0.09], [-0.15, 0.24, 0.08], [-0.01, -0.04, 0.02], [0.03, 0.23, -0.13], [-0.05, 0.01, 0.03], [0.04, -0.07, -0.02], [-0.02, -0.02, 0.05], [0.15, 0.02, 0.09], [0.04, 0.02, -0.03], [0.01, -0.03, 0.01], [0.09, -0.17, -0.16], [0.06, -0.08, -0.02], [0.15, 0.00, -0.04], [0.00, -0.01, 0.03], [0.03, -0.07, 0.00], [0.09, 0.01, 0.05], [0.00, -0.02, 0.00], [0.02, 0.01, -0.01], [0.00, -0.01, 0.00], [-0.02, -0.05, 0.01], [0.00, 0.00, -0.01], [0.04, 0.04, 0.01], [0.06, -0.02, -0.03], [-0.05, -0.04, 0.02], [0.01, -0.02, 0.00], [-0.01, 0.02, 0.00], [-0.02, 0.00, 0.00], [-0.01, -0.01, -0.02], [0.01, -0.03, -0.03], [0.00, -0.03, 0.00], [-0.01, 0.01, -0.04], [-0.01, 0.01, -0.01], [0.04, -0.01, 0.02], [-0.05, -0.02, -0.08], [0.07, -0.02, -0.03], [0.01, 0.00, -0.01], [-0.01, 0.01, -0.01], [-0.02, -0.03, 0.00], [-0.01, 0.01, -0.03], [-0.04, -0.01, 0.05], [0.00, 0.00, 0.02], [-0.02, 0.03, 0.00]]
}

=====

Entry 3:
{
  "formula": "C13H13IrN4O8",
  "method": "ωB97M-V/def2-TZVPD",
  "charge": 1,
  "orbital_gap_ev": [5.1, 7.3],
  "spin_multiplicity": 2,
  "e_tot_ha": -1428.15391,
  "e_homo_ev": [-12.3, -13.1],
  "species": ["Ir", "O", "O", "O", "O", "O", "O", "O", "O", "N", "N", "N", "N", "C", "C", "C", "C", "C", "C", "C", "C", "C", "C", "C", "C", "C", "H", "H", "H", "H", "H", "H", "H", "H", "H", "H", "H", "H", "H"],
  "coordinates": [[-0.7066, -0.7734, -0.8020], [-1.8907, 1.3946, -0.0179], [2.8444, -0.5151, 1.6228], [-0.6407, -0.7907, 5.4051], [1.4121, -0.4234, -0.1147], [-4.0216, -1.6648, 1.5377], [0.0419, -2.2891, -2.1650], [-2.5537, -1.6489, -0.1803], [2.1870, -3.0063, -2.1995], [-0.3028, 1.2392, -1.5975], [-0.5870, -1.0827, 1.3539], [1.6126, 1.6403, -2.8825], [0.4262, 3.3363, -1.7551], [-2.9318, -1.5425, 1.0446], [0.4997, -4.6063, -1.8351], [-1.1057, 1.9550, -0.7600], [1.7516, -0.5758, 1.1135], [0.9708, -3.1266, -2.0878], [1.3246, 4.4478, -2.0162], [-1.8349, -1.1773, 3.3529], [-0.7401, 3.4170, -0.8864], [0.6284, 2.0683, -2.1121], [-1.7364, -1.2539, 1.9898], [0.5314, -0.8313, 2.0259], [-0.6648, -0.9170, 4.0839], [0.5485, -0.7580, 3.3914], [-1.5103, -0.8970, 5.8068], [0.8415, 5.3671, -1.6985], [1.3017, -5.2967, -2.0768], [2.3442, 2.2469, -3.2081], [-1.5455, 4.0017, -1.3367], [2.2554, 4.3331, -1.4571], [-2.8040, -1.3078, 3.8174], [-0.5064, 3.8490, 0.0879], [1.6847, 0.6506, -3.0455], [1.4672, -0.5712, 3.9289], [0.2407, -4.6640, -0.7796], [-0.3713, -4.7539, -2.4660], [1.5396, 4.5267, -3.0822]],
  "forces_ev_per_angstrom": [[1.11, 0.10, 4.48], [0.06, -0.42, 0.11], [-0.26, 0.17, -0.83], [0.23, 0.00, 0.00], [-1.03, 0.06, -2.58], [0.16, -0.08, -0.87], [-2.87, 2.74, 0.88], [1.03, 0.18, -3.14], [-1.35, 0.75, 0.14], [-0.55, -1.32, -0.05], [-0.23, 0.21, -1.61], [-0.28, 0.08, 0.18], [-0.08, -0.17, 0.01], [0.57, 0.50, 2.69], [-0.25, 0.63, -0.41], [0.33, 0.17, -0.18], [-0.50, -0.41, 2.40], [3.82, -2.77, 0.32], [0.13, -0.02, -0.08], [0.25, 0.06, 0.12], [-0.12, 0.08, 0.15], [0.47, 0.07, -0.20], [-1.05, -0.31, -0.68], [0.98, 0.22, -0.69], [-0.11, 0.01, -0.31], [-0.27, -0.11, 0.25], [-0.12, -0.04, -0.04], [-0.03, 0.00, -0.03], [-0.03, 0.15, 0.02], [0.03, 0.01, -0.01], [-0.03, -0.07, -0.02], [-0.01, 0.01, -0.02], [-0.02, -0.03, -0.04], [0.05, -0.05, 0.00], [0.17, -0.14, -0.02], [0.08, 0.03, -0.12], [-0.12, -0.04, 0.00], [-0.13, -0.27, 0.16], [-0.02, 0.03, 0.01]]
}